The following is a quantum chemistry calculation of 2 unconnected molecules or ions with the total composition C6H15Cl2P2, from the Open Molecules 2025 dataset.

Computed properties:
**HOMO**: -12.86 eV
**Net charge**: +1
**Largest force on an atom**: 6.44 eV/A
**ΔE to the lowest compared entry with this formula, charge and spin**: 89.9 kJ/mol
**DFT total energy**: -50079.4422 eV

The geometry in XYZ format:
```
25
Properties=species:S:1:pos:R:3:forces:R:3
C 2.881787 2.234455 0.140093 0.32 0.31 1.32
C -2.568288 1.551515 1.197498 -3.03 -1.74 -1.57
C 0.367857 -2.972261 -1.419558 3.94 -5.03 -0.75
C 1.532232 1.514228 0.210412 -0.76 -0.87 -0.01
C -2.068402 0.273933 1.650075 0.82 -1.06 -1.13
C -0.871334 -2.249661 -1.199015 -1.53 -1.04 -0.08
P 1.580995 -0.229671 -0.549269 1.09 0.78 1.35
P -0.543199 -0.641676 -0.374565 -1.19 -0.03 1.47
Cl 2.214450 -1.290598 1.124295 -0.08 0.02 -0.25
Cl -1.066829 0.520050 -1.867301 -0.70 1.46 -1.02
H 3.732152 1.597711 0.519530 -0.90 0.81 -0.19
H 3.157624 2.630841 -0.838869 -0.25 -0.35 -0.05
H 2.717655 3.129091 0.798186 0.72 -0.75 -0.46
H -1.928484 2.293736 1.447501 1.78 2.51 0.53
H -3.005969 1.643169 0.197580 0.92 -0.32 -0.54
H -3.562500 1.758253 1.616506 0.05 -0.19 1.09
H 1.187333 -2.467080 -1.978676 -0.96 -0.13 -0.06
H 0.944426 -3.387945 -0.539343 -0.99 0.87 -0.29
H 0.204290 -4.056882 -1.965082 0.04 2.88 0.88
H 0.847421 1.951611 -0.499144 -0.31 0.69 -0.25
H 1.015228 1.602678 1.225274 0.93 -0.54 -1.20
H -2.502743 -0.724079 1.508372 -0.28 0.83 0.36
H -1.403653 0.443595 2.487778 0.42 -0.87 -0.03
H -1.560525 -2.945036 -0.677732 0.19 0.83 0.25
H -1.301530 -2.179965 -2.214553 -0.21 0.96 0.64
```
Forces are in eV/Å.